a | 16
Properties=species:S:1:pos:R:3:lowdin_charge:R:1 method="wB97M-V/def2-TZVPD" homo_lumo_gap_ev=8.461 spin_multiplicity=1
H 0.198 -1.264 -0.419 0.087
O -0.680 -2.175 -0.342 0.007
N 0.812 -0.286 0.036 0.058
H -0.290 -3.016 -0.098 0.094
H 1.345 0.189 -0.693 0.092
H 1.483 -0.309 0.799 0.141
C -0.314 0.612 0.427 -0.101
H 0.032 1.640 0.449 0.101
H -1.158 0.337 -0.202 0.112
C -1.152 0.084 1.747 -0.644
O -1.293 0.896 2.645 0.029
O -1.664 -1.037 1.503 -0.045
H -1.245 -1.896 0.453 0.008
O 1.180 2.172 -1.709 -0.053
H 0.695 1.819 -2.478 0.065
H 2.051 2.235 -2.118 0.050

b | 16
Properties=species:S:1:pos:R:3:lowdin_charge:R:1 method="wB97M-V/def2-TZVPD" smiles="O=CNCO.O.O" homo_lumo_gap_ev=10.769 spin_multiplicity=1
O 1.838 1.712 -0.232 0.001
C 0.626 1.778 -0.257 -0.355
N -0.212 0.786 0.101 0.068
C 0.214 -0.249 1.057 -0.248
O -0.045 -1.545 0.599 -0.051
H 0.121 2.693 -0.580 0.134
H -1.199 0.937 0.093 0.089
H 1.273 -0.079 1.231 0.121
H -0.347 -0.137 1.986 0.131
H 0.650 -1.805 -0.015 0.046
O -3.153 -0.014 -0.070 -0.055
H -3.931 -0.513 0.205 0.048
H -2.483 -0.690 0.079 0.020
O 2.014 -1.239 -1.158 -0.049
H 2.289 -0.318 -0.977 0.039
H 2.345 -1.317 -2.061 0.062

Which structure wins on stability? b wins.

a | 16
Properties=species:S:1:pos:R:3:lowdin_charge:R:1 method="wB97M-V/def2-TZVPD" smiles="O=CNCO.O.O" homo_lumo_gap_ev=10.562 spin_multiplicity=1
O 1.103 0.861 -1.802 0.005
C 1.438 -0.044 -1.055 -0.342
N 0.657 -0.797 -0.245 0.046
C -0.788 -0.927 -0.345 -0.249
O -1.530 -0.053 0.473 -0.056
H 2.482 -0.391 -1.115 0.132
H 1.124 -1.046 0.620 0.092
H -1.052 -0.835 -1.397 0.130
H -1.027 -1.925 0.016 0.120
H -1.780 0.751 -0.004 0.032
O 1.332 -0.779 2.673 -0.037
H 0.666 -0.200 3.031 0.043
H 1.513 -1.386 3.393 0.047
O -1.505 2.205 -1.037 -0.050
H -0.634 1.998 -1.438 0.037
H -2.000 2.568 -1.768 0.051

b | 16
Properties=species:S:1:pos:R:3:lowdin_charge:R:1 method="wB97M-V/def2-TZVPD" homo_lumo_gap_ev="7.267 / 8.180" spin_multiplicity=1
C -1.254 -0.678 0.546 -0.575
N -1.489 -2.072 0.419 0.150
O -2.474 -0.052 0.759 0.068
O -0.296 -0.360 1.484 0.038
H -2.298 0.892 0.859 0.117
H 0.533 -0.180 0.966 0.051
H -0.803 -0.260 -0.465 0.115
H -2.162 -2.307 -0.297 0.103
H -0.636 -2.609 0.347 0.103
C 2.068 1.424 -0.199 -0.177
O 1.522 0.157 -0.296 -0.165
O -0.115 0.554 -1.546 -0.128
H 0.639 0.188 -2.028 0.026
H 1.612 2.037 0.588 0.087
H 3.143 1.303 0.021 0.100
H 2.010 1.963 -1.158 0.087

Which structure wins on stability? a wins.

a | 16
Properties=species:S:1:pos:R:3:lowdin_charge:R:1 method="wB97M-V/def2-TZVPD" smiles="CNC(=O)O.O.O" homo_lumo_gap_ev=10.746 spin_multiplicity=1
C -0.542 1.569 -0.003 -0.085
N 0.422 0.582 -0.436 0.032
C 0.142 -0.702 -0.811 -0.594
O 1.003 -1.548 -0.923 0.074
O -1.154 -0.890 -1.155 0.118
H -0.670 1.540 1.080 0.074
H -0.598 2.526 -0.512 0.094
H -1.519 1.211 -0.333 0.077
H 1.340 0.903 -0.682 0.141
H -1.094 -1.685 -1.678 0.111
O 1.164 3.291 2.358 -0.086
H 0.224 3.405 2.601 0.043
H 1.411 2.345 2.407 0.043
O -0.435 -4.255 -0.496 -0.058
H 0.051 -3.437 -0.624 -0.019
H 0.255 -4.853 -0.793 0.035

b | 16
Properties=species:S:1:pos:R:3:lowdin_charge:R:1 method="wB97M-V/def2-TZVPD" smiles="NCC(=O)O.O.O" homo_lumo_gap_ev=9.429 spin_multiplicity=1
N -0.491 -1.986 0.804 0.001
C -0.386 -0.676 1.437 -0.176
C 0.336 0.378 0.623 -0.503
O 0.529 0.275 -0.573 0.056
O 0.747 1.374 1.382 0.112
H -1.416 -2.134 0.445 0.046
H 0.173 -2.064 0.049 0.053
H 0.062 -0.794 2.425 0.114
H -1.386 -0.266 1.612 0.131
H 1.096 2.209 1.009 0.110
O -1.251 -1.675 -1.702 -0.069
H -0.933 -0.789 -1.930 0.034
H -2.073 -1.698 -2.217 0.052
O 1.475 2.701 -0.818 -0.053
H 1.289 1.949 -1.397 0.038
H 2.229 3.197 -1.148 0.055

c | 16
Properties=species:S:1:pos:R:3:lowdin_charge:R:1 method="wB97M-V/def2-TZVPD" smiles="O=CNCO.O.O" homo_lumo_gap_ev=10.799 spin_multiplicity=1
O 0.495 0.901 -1.413 0.014
C -0.217 1.087 -2.374 -0.364
N -1.565 1.197 -2.321 0.042
C -2.327 0.971 -1.109 -0.264
O -3.228 -0.095 -1.251 -0.027
H 0.179 1.201 -3.389 0.128
H -2.111 1.451 -3.123 0.133
H -2.875 1.877 -0.877 0.123
H -1.576 0.836 -0.327 0.122
H -2.755 -0.892 -0.978 0.096
O 2.994 0.903 1.746 -0.070
H 2.930 1.852 1.547 0.039
H 2.075 0.663 1.915 0.028
O 2.903 -4.281 3.906 -0.064
H 3.142 -3.374 4.121 0.031
H 1.937 -4.298 3.927 0.032

Which structure wins on stability? b wins.

a | 27
Properties=species:S:1:pos:R:3:lowdin_charge:R:1 method="wB97M-V/def2-TZVPD" homo_lumo_gap_ev=8.582 spin_multiplicity=1 charge=+1
N -0.939 -1.587 -0.567 0.190
C -1.360 -0.327 -0.212 -0.317
N -2.570 0.089 -0.227 0.023
N -3.663 -0.826 -0.545 0.146
C -0.367 0.741 0.187 -0.328
C 1.026 0.233 0.089 -0.226
C 1.653 0.344 -1.158 0.007
C 3.011 0.020 -1.249 -0.067
C 3.626 -0.542 -0.192 -0.092
C 2.933 -0.932 0.947 -0.053
C 1.643 -0.436 1.169 -0.020
C -0.754 2.200 -0.088 -0.001
C -0.972 1.601 1.250 -0.091
H 0.024 -1.681 -0.250 0.099
H -1.515 -2.401 -0.359 0.114
H -4.492 -0.194 -0.600 0.179
H -3.257 -1.429 -1.427 0.242
H -3.956 -1.296 0.348 0.182
H 0.984 0.837 -1.808 0.112
H 3.702 0.122 -2.028 0.097
H 4.758 -0.779 -0.341 0.153
H 3.277 -1.368 1.844 0.096
H 1.059 -0.570 2.053 0.114
H -1.663 2.263 -0.632 0.104
H 0.129 2.742 -0.021 0.110
H -0.381 1.784 2.197 0.143
H -1.936 1.391 1.621 0.084

b | 27
Properties=species:S:1:pos:R:3:lowdin_charge:R:1 method="wB97M-V/def2-TZVPD" smiles="C[n+]1cc[nH]c1[C@]1(N)C=CC=CC1" homo_lumo_gap_ev=9.434 spin_multiplicity=1 charge=+1
C -0.880 -2.122 0.424 0.046
N -1.552 -0.862 0.114 -0.054
C -2.892 -0.756 0.035 -0.017
C -3.218 0.535 -0.237 0.004
N -2.029 1.198 -0.281 0.132
C -1.030 0.293 -0.121 -0.064
C 0.617 1.064 -0.205 -0.354
N 0.175 2.408 -0.466 0.085
C 1.264 0.402 -1.323 -0.060
C 2.114 -0.599 -1.130 -0.059
C 2.444 -1.158 0.192 -0.103
C 2.192 -0.405 1.259 -0.056
C 1.451 0.926 1.054 -0.090
H -0.341 -2.409 -0.527 0.128
H 0.051 -1.996 1.116 0.120
H -1.463 -2.775 0.951 0.067
H -3.552 -1.514 0.106 0.107
H -4.144 0.993 -0.281 0.114
H -1.678 2.118 -0.444 0.123
H 0.752 2.948 0.106 0.084
H 0.255 2.664 -1.453 0.125
H 0.645 0.554 -2.187 0.124
H 2.525 -1.258 -1.930 0.130
H 2.695 -2.222 0.081 0.123
H 2.386 -0.732 2.291 0.124
H 0.946 1.151 1.923 0.105
H 2.269 1.554 0.931 0.117

Which structure wins on stability? b wins.